(1)
One molecule with the formula C14H31O3P, computed with the ωB97M-V functional and the def2-TZVPD basis.

For the HOMO energy, the calculation gives -9.1022 eV. For the total energy, the calculation gives -1119.11117 Eh. For the LUMO energy, the calculation gives 0.030 Ha. Its charge is 0. Its relative energy (zero: lowest compared OMol25 entry of this formula, charge and spin) is 4.7 kcal/mol. The frontier orbital gap comes out at 9.928 eV. Its SMILES is CCCCOCP(=O)(CCCC)COCCCC.

Bonds (Å) are listed after each position.
Geometry (Å):
1 C -0.962 -3.925 0.934  C2 1.525, H15 1.088, H16 1.088, H17 1.088
2 C -1.698 -3.758 -0.390  C1 1.525, C3 1.530, H13 1.092, H14 1.093
3 C -2.999 -2.963 -0.262  C2 1.530, C4 1.531, H11 1.092, H12 1.092
4 C -2.821 -1.499 0.147  C3 1.531, O5 1.426, H9 1.090, H10 1.095
5 O -2.204 -0.724 -0.879  C4 1.426, C6 1.394
6 C -0.869 -0.385 -0.664  O5 1.394, H7 1.092, H8 1.100, P18 1.874
7 H -0.496 0.041 -1.598  C6 1.092
8 H -0.255 -1.261 -0.411  C6 1.100
9 H -2.261 -1.413 1.078  C4 1.090
10 H -3.811 -1.057 0.306  C4 1.095
11 H -3.641 -3.440 0.482  C3 1.092
12 H -3.519 -2.983 -1.222  C3 1.092
13 H -1.049 -3.274 -1.123  C2 1.092
14 H -1.942 -4.749 -0.782  C2 1.093
15 H -1.602 -4.419 1.662  C1 1.088
16 H -0.069 -4.531 0.796  C1 1.088
17 H -0.660 -2.965 1.347  C1 1.088
18 P -0.565 0.856 0.706  C6 1.874, O19 1.472, C20 1.844, C33 1.851
19 O -1.230 0.568 1.988  P18 1.472
20 C -0.805 2.583 0.105  P18 1.844, C21 1.521, H31 1.094, H32 1.089
21 C -2.241 3.043 0.309  C20 1.521, C22 1.524, H29 1.093, H30 1.094
22 C -3.186 2.415 -0.709  C21 1.524, C23 1.523, H27 1.092, H28 1.093
23 C -4.639 2.778 -0.431  C22 1.523, H24 1.088, H25 1.089, H26 1.087
24 H -4.935 2.430 0.556  C23 1.088
25 H -4.780 3.857 -0.470  C23 1.089
26 H -5.295 2.320 -1.168  C23 1.087
27 H -3.069 1.330 -0.676  C22 1.092
28 H -2.913 2.749 -1.713  C22 1.093
29 H -2.552 2.754 1.316  C21 1.093
30 H -2.293 4.133 0.238  C21 1.094
31 H -0.127 3.186 0.717  C20 1.094
32 H -0.493 2.662 -0.935  C20 1.089
33 C 1.274 0.713 0.853  P18 1.851, O34 1.403, H48 1.102, H49 1.101
34 O 1.840 0.958 -0.408  C33 1.403, C35 1.416
35 C 3.255 1.006 -0.418  O34 1.416, C36 1.531, H46 1.099, H47 1.094
36 C 3.911 -0.366 -0.235  C35 1.531, C37 1.528, H44 1.092, H45 1.093
37 C 5.394 -0.362 -0.603  C36 1.528, C38 1.524, H42 1.092, H43 1.092
38 C 6.240 0.492 0.334  C37 1.524, H39 1.088, H40 1.087, H41 1.087
39 H 6.099 0.179 1.367  C38 1.088
40 H 7.294 0.388 0.088  C38 1.087
41 H 5.976 1.542 0.251  C38 1.087
42 H 5.511 -0.004 -1.628  C37 1.092
43 H 5.759 -1.391 -0.569  C37 1.092
44 H 3.800 -0.696 0.800  C36 1.092
45 H 3.383 -1.076 -0.876  C36 1.093
46 H 3.603 1.706 0.354  C35 1.099
47 H 3.510 1.408 -1.402  C35 1.094
48 H 1.624 1.439 1.605  C33 1.102
49 H 1.507 -0.294 1.233  C33 1.101

Formally, the natural (NBO) partial charges of the atoms, in units of the elementary charge, are as follows: number 1, C, carries -0.612; number 2, C, carries -0.397; number 3, C, carries -0.418; number 4, C, carries -0.079; number 5, O, carries -0.549; number 6, C, carries -0.398; number 7, H, carries 0.226; number 8, H, carries 0.191; number 9, H, carries 0.201; number 10, H, carries 0.187; number 11, H, carries 0.201; number 12, H, carries 0.208; number 13, H, carries 0.195; number 14, H, carries 0.203; number 15, H, carries 0.204; number 16, H, carries 0.209; number 17, H, carries 0.200; number 18, P, carries 1.868; number 19, O, carries -1.101; number 20, C, carries -0.759; number 21, C, carries -0.402; number 22, C, carries -0.408; number 23, C, carries -0.599; number 24, H, carries 0.204; number 25, H, carries 0.198; number 26, H, carries 0.208; number 27, H, carries 0.219; number 28, H, carries 0.190; number 29, H, carries 0.222; number 30, H, carries 0.202; number 31, H, carries 0.238; number 32, H, carries 0.237; number 33, C, carries -0.417; number 34, O, carries -0.551; number 35, C, carries -0.056; number 36, C, carries -0.430; number 37, C, carries -0.389; number 38, C, carries -0.608; number 39, H, carries 0.202; number 40, H, carries 0.212; number 41, H, carries 0.200; number 42, H, carries 0.195; number 43, H, carries 0.205; number 44, H, carries 0.197; number 45, H, carries 0.212; number 46, H, carries 0.164; number 47, H, carries 0.187; number 48, H, carries 0.195; number 49, H, carries 0.194



(2)
A 6-piece molecular cluster, C14H32BFNO22S5 overall, computed with the ωB97M-V functional and the def2-TZVPD basis.

For the HOMO energy, the calculation gives -12.0712 eV. For the total energy, the calculation gives -4378.02690 Eh. For the LUMO energy, the calculation gives -0.136 Ha. Its charge is +1. The frontier orbital gap comes out at 8.372 eV.

Bonds (Å) are listed after each position.
Geometry (Å):
1 C -2.568 -2.837 -0.442  C2 1.594, H10 1.123, H11 1.121, H12 1.130
2 C -2.220 -4.351 -0.086  C1 1.594, C3 1.568, H13 1.125, H14 1.132
3 C -2.503 -5.382 -1.233  C2 1.568, F4 1.401, N5 1.500, H15 1.130
4 F -1.768 -5.069 -2.383  C3 1.401
5 N -3.944 -5.540 -1.619  C3 1.500, C6 1.503, H16 1.033, H17 1.033
6 C -4.935 -5.329 -0.508  N5 1.503, B7 1.628, H18 1.128, H19 1.131
7 B -6.436 -5.866 -0.836  C6 1.628, O8 1.432, O9 1.434
8 O -7.203 -5.431 -1.964  B7 1.432, H20 0.976
9 O -7.006 -6.804 0.086  B7 1.434, H21 0.979
10 H -3.337 -2.474 0.291  C1 1.123
11 H -2.973 -2.701 -1.479  C1 1.121
12 H -1.632 -2.230 -0.261  C1 1.130
13 H -2.696 -4.614 0.899  C2 1.125
14 H -1.105 -4.398 0.105  C2 1.132
15 H -2.129 -6.389 -0.883  C3 1.130
16 H -4.179 -4.887 -2.386  N5 1.033
17 H -4.052 -6.492 -2.004  N5 1.033
18 H -5.005 -4.236 -0.236  C6 1.128
19 H -4.548 -5.897 0.391  C6 1.131
20 H -7.661 -4.610 -1.702  O8 0.976
21 H -6.961 -6.327 0.941  O9 0.979
22 C 2.611 -2.126 -1.872  C23 1.518, O28 1.429, H29 1.094, H30 1.089
23 C 1.291 -1.520 -2.316  C22 1.518, O24 1.432, H31 1.089, H32 1.092
24 O 0.690 -1.025 -1.114  C23 1.432, S25 1.620
25 S 1.857 -0.537 -0.103  O24 1.620, O26 1.426, O27 1.432, O28 1.617
26 O 2.007 0.874 -0.236  S25 1.426
27 O 1.651 -1.177 1.162  S25 1.432
28 O 3.099 -1.252 -0.851  C22 1.429, S25 1.617
29 H 2.464 -3.116 -1.432  C22 1.094
30 H 3.328 -2.196 -2.689  C22 1.089
31 H 0.641 -2.248 -2.799  C23 1.089
32 H 1.451 -0.674 -2.988  C23 1.092
33 C 1.752 0.015 4.241  C34 1.517, O39 1.432, H40 1.093, H41 1.088
34 C 0.415 0.590 3.811  C33 1.517, O35 1.435, H42 1.088, H43 1.093
35 O -0.193 1.057 5.025  C34 1.435, S36 1.616
36 S 0.962 1.565 6.033  O35 1.616, O37 1.432, O38 1.427, O39 1.618
37 O 1.069 2.988 5.909  S36 1.432
38 O 0.788 0.911 7.289  S36 1.427
39 O 2.221 0.895 5.269  C33 1.432, S36 1.618
40 H 1.636 -0.983 4.672  C33 1.093
41 H 2.465 -0.026 3.419  C33 1.088
42 H -0.219 -0.148 3.324  C34 1.088
43 H 0.553 1.447 3.146  C34 1.093
44 C -0.870 5.565 1.229  C45 1.519, O50 1.430, H51 1.093, H52 1.089
45 C -1.912 4.756 1.982  C44 1.519, O46 1.431, H53 1.088, H54 1.093
46 O -2.019 3.528 1.256  C45 1.431, S47 1.619
47 S -0.577 3.167 0.614  O46 1.619, O48 1.431, O49 1.428, O50 1.615
48 O 0.081 2.236 1.478  S47 1.431
49 O -0.752 2.930 -0.784  S47 1.428
50 O 0.113 4.614 0.814  C44 1.430, S47 1.615
51 H -1.298 6.027 0.335  C44 1.093
52 H -0.416 6.334 1.852  C44 1.089
53 H -2.876 5.260 2.029  C45 1.088
54 H -1.575 4.523 2.996  C45 1.093
55 C 1.734 2.189 -6.471  C56 1.519, O61 1.430, H62 1.093, H63 1.089
56 C 0.699 1.426 -7.279  C55 1.519, O57 1.430, H64 1.088, H65 1.093
57 O 1.344 0.202 -7.642  C56 1.430, S58 1.618
58 S 2.374 -0.222 -6.468  O57 1.618, O59 1.432, O60 1.426, O61 1.617
59 O 1.726 -1.179 -5.622  S58 1.432
60 O 3.654 -0.455 -7.051  S58 1.426
61 O 2.405 1.196 -5.690  C55 1.430, S58 1.617
62 H 2.471 2.666 -7.122  C55 1.093
63 H 1.282 2.940 -5.825  C55 1.089
64 H 0.381 1.969 -8.167  C56 1.088
65 H -0.175 1.180 -6.670  C56 1.093
66 C 3.646 3.555 4.101  C67 1.518, O72 1.431, H73 1.093, H74 1.086
67 C 4.583 4.667 4.534  C66 1.518, O68 1.430, H75 1.089, H76 1.093
68 O 5.353 4.975 3.369  C67 1.430, S69 1.619
69 S 4.441 4.737 2.052  O68 1.619, O70 1.430, O71 1.428, O72 1.618
70 O 3.899 5.995 1.643  S69 1.430
71 O 5.153 3.878 1.161  S69 1.428
72 O 3.261 3.887 2.763  C66 1.431, S69 1.618
73 H 4.162 2.591 4.078  C66 1.093
74 H 2.771 3.481 4.739  C66 1.086
75 H 5.231 4.369 5.356  C67 1.089
76 H 4.026 5.564 4.819  C67 1.093

Formally, the Mulliken partial charges of the atoms, in units of the elementary charge, are as follows: number 1, C, carries -0.834; number 2, C, carries -0.479; number 3, C, carries -0.071; number 4, F, carries -0.291; number 5, N, carries -0.094; number 6, C, carries -0.492; number 7, B, carries 0.358; number 8, O, carries -0.523; number 9, O, carries -0.445; number 10, H, carries 0.327; number 11, H, carries 0.293; number 12, H, carries 0.143; number 13, H, carries 0.356; number 14, H, carries 0.368; number 15, H, carries 0.320; number 16, H, carries 0.421; number 17, H, carries 0.413; number 18, H, carries 0.234; number 19, H, carries 0.345; number 20, H, carries 0.327; number 21, H, carries 0.320; number 22, C, carries -0.425; number 23, C, carries -0.282; number 24, O, carries -0.253; number 25, S, carries 1.167; number 26, O, carries -0.502; number 27, O, carries -0.581; number 28, O, carries -0.331; number 29, H, carries 0.268; number 30, H, carries 0.359; number 31, H, carries 0.336; number 32, H, carries 0.217; number 33, C, carries -0.259; number 34, C, carries 0.002; number 35, O, carries -0.368; number 36, S, carries 1.084; number 37, O, carries -0.599; number 38, O, carries -0.556; number 39, O, carries -0.338; number 40, H, carries 0.338; number 41, H, carries 0.268; number 42, H, carries 0.303; number 43, H, carries 0.271; number 44, C, carries -0.356; number 45, C, carries -0.330; number 46, O, carries -0.324; number 47, S, carries 0.911; number 48, O, carries -0.365; number 49, O, carries -0.611; number 50, O, carries -0.283; number 51, H, carries 0.275; number 52, H, carries 0.342; number 53, H, carries 0.330; number 54, H, carries 0.256; number 55, C, carries -0.309; number 56, C, carries -0.323; number 57, O, carries -0.312; number 58, S, carries 1.092; number 59, O, carries -0.500; number 60, O, carries -0.544; number 61, O, carries -0.282; number 62, H, carries 0.290; number 63, H, carries 0.310; number 64, H, carries 0.321; number 65, H, carries 0.267; number 66, C, carries 0.171; number 67, C, carries -0.393; number 68, O, carries -0.332; number 69, S, carries 1.120; number 70, O, carries -0.565; number 71, O, carries -0.554; number 72, O, carries -0.196; number 73, H, carries 0.191; number 74, H, carries -0.055; number 75, H, carries 0.334; number 76, H, carries 0.309



(3)
A 2-piece molecular cluster, C14H32Cl3N2O3P overall, computed with the ωB97M-V functional and the def2-TZVPD basis.

For the HOMO energy, the calculation gives -9.5551 eV. For the total energy, the calculation gives -2609.61410 Eh. For the LUMO energy, the calculation gives 0.008 Ha. Its charge is 0. Its relative energy (zero: lowest compared OMol25 entry of this formula, charge and spin) is 19.3 kcal/mol. The frontier orbital gap comes out at 9.783 eV. Its SMILES is COCCCCCCCCCCCC[PH2](N)ON=O.ClC(Cl)Cl.

Bonds (Å) are listed after each position.
Geometry (Å):
1 C 2.768 -1.610 0.509  O2 1.419, H20 1.115, H21 1.117, H22 1.112
2 O 3.936 -0.833 0.296  C1 1.419, C3 1.439
3 C 3.826 -0.041 -0.900  O2 1.439, C4 1.571, H23 1.110, H24 1.112
4 C 3.081 1.291 -0.528  C3 1.571, C5 1.570, H25 1.114, H26 1.107
5 C 2.258 1.912 -1.712  C4 1.570, C6 1.561, H27 1.118, H28 1.111
6 C 0.745 2.131 -1.400  C5 1.561, C7 1.576, H29 1.116, H30 1.114
7 C 0.450 2.829 -0.018  C6 1.576, C8 1.570, H31 1.115, H32 1.108
8 C -0.044 1.778 1.039  C7 1.570, C9 1.563, H33 1.107, H34 1.117
9 C -1.100 2.318 2.056  C8 1.563, C10 1.563, H35 1.113, H36 1.118
10 C -2.420 2.847 1.407  C9 1.563, C11 1.572, H37 1.108, H38 1.118
11 C -3.535 1.741 1.331  C10 1.572, C12 1.572, H39 1.114, H40 1.116
12 C -3.306 0.705 0.171  C11 1.572, C13 1.583, H41 1.111, H42 1.111
13 C -3.039 -0.760 0.707  C12 1.583, C14 1.561, H43 1.109, H44 1.113
14 C -1.962 -1.518 -0.130  C13 1.561, P15 1.868, H45 1.116, H46 1.112
15 P -2.392 -1.700 -1.938  C14 1.868, N16 1.786, O17 1.780, H47 1.418, H48 1.430
16 N -3.779 -2.767 -1.581  P15 1.786, H49 1.018, H50 1.019
17 O -0.991 -0.677 -2.341  P15 1.780, N18 1.363
18 N -0.842 -0.576 -3.691  O17 1.363, O19 1.180
19 O -1.011 0.534 -4.055  N18 1.180
20 H 3.051 -2.688 0.524  C1 1.115
21 H 2.289 -1.407 1.498  C1 1.117
22 H 1.975 -1.457 -0.254  C1 1.112
23 H 3.293 -0.625 -1.678  C3 1.110
24 H 4.869 0.171 -1.220  C3 1.112
25 H 3.846 2.029 -0.194  C4 1.114
26 H 2.448 1.062 0.350  C4 1.107
27 H 2.350 1.199 -2.568  C5 1.118
28 H 2.726 2.862 -2.046  C5 1.111
29 H 0.285 2.751 -2.206  C6 1.116
30 H 0.242 1.141 -1.479  C6 1.114
31 H 1.415 3.273 0.321  C7 1.115
32 H -0.255 3.667 -0.185  C7 1.108
33 H -0.418 0.868 0.532  C8 1.107
34 H 0.852 1.494 1.641  C8 1.117
35 H -0.636 3.060 2.745  C9 1.113
36 H -1.380 1.454 2.708  C9 1.118
37 H -2.282 3.373 0.442  C10 1.108
38 H -2.832 3.613 2.110  C10 1.118
39 H -3.691 1.257 2.322  C11 1.114
40 H -4.497 2.263 1.110  C11 1.116
41 H -4.240 0.652 -0.429  C12 1.111
42 H -2.457 1.058 -0.452  C12 1.111
43 H -3.995 -1.318 0.656  C13 1.109
44 H -2.740 -0.739 1.779  C13 1.113
45 H -1.770 -2.549 0.250  C14 1.116
46 H -0.983 -0.992 -0.078  C14 1.112
47 H -3.260 -0.789 -2.590  P15 1.418
48 H -1.770 -2.773 -2.649  P15 1.430
49 H -4.018 -3.246 -2.447  N16 1.018
50 H -3.462 -3.467 -0.913  N16 1.019
51 C 4.530 -4.457 2.615  Cl52 1.767, Cl53 1.768, Cl54 1.767, H55 1.085
52 Cl 4.637 -5.426 1.140  C51 1.767
53 Cl 2.841 -4.185 3.058  C51 1.768
54 Cl 5.404 -5.237 3.938  C51 1.767
55 H 4.991 -3.494 2.423  C51 1.085

Formally, the natural (NBO) partial charges of the atoms, in units of the elementary charge, are as follows: number 1, C, carries -0.267; number 2, O, carries -0.555; number 3, C, carries -0.055; number 4, C, carries -0.445; number 5, C, carries -0.406; number 6, C, carries -0.398; number 7, C, carries -0.424; number 8, C, carries -0.392; number 9, C, carries -0.403; number 10, C, carries -0.407; number 11, C, carries -0.393; number 12, C, carries -0.428; number 13, C, carries -0.407; number 14, C, carries -0.690; number 15, P, carries 1.294; number 16, N, carries -1.178; number 17, O, carries -0.683; number 18, N, carries 0.349; number 19, O, carries -0.284; number 20, H, carries 0.178; number 21, H, carries 0.179; number 22, H, carries 0.175; number 23, H, carries 0.165; number 24, H, carries 0.190; number 25, H, carries 0.210; number 26, H, carries 0.211; number 27, H, carries 0.199; number 28, H, carries 0.201; number 29, H, carries 0.210; number 30, H, carries 0.210; number 31, H, carries 0.204; number 32, H, carries 0.207; number 33, H, carries 0.190; number 34, H, carries 0.205; number 35, H, carries 0.207; number 36, H, carries 0.197; number 37, H, carries 0.206; number 38, H, carries 0.207; number 39, H, carries 0.200; number 40, H, carries 0.205; number 41, H, carries 0.214; number 42, H, carries 0.211; number 43, H, carries 0.226; number 44, H, carries 0.212; number 45, H, carries 0.235; number 46, H, carries 0.243; number 47, H, carries -0.010; number 48, H, carries -0.036; number 49, H, carries 0.365; number 50, H, carries 0.358; number 51, C, carries -0.285; number 52, Cl, carries 0.018; number 53, Cl, carries 0.013; number 54, Cl, carries 0.021; number 55, H, carries 0.234